Record 1
Entry from the OMol25 dataset: C3H2FNOS in the gas phase at a distorted geometry (wB97M-V/def2-TZVPD).

Geometry (Å):
H (0.27, -1.89, -0.23)
C (1.56, -0.09, -0.08)
O (-0.01, 1.20, 0.12)
C (0.33, -0.85, 0.05)
F (2.72, -0.68, 0.03)
H (-2.29, -1.54, 0.09)
N (1.39, 1.11, -0.15)
C (-0.65, 0.02, 0.19)
S (-2.47, -0.14, -0.06)

The value obtained for the total energy is -20230.62147 eV. Its HOMO energy is -0.3531 hartree. Its SMILES is Fc1cc(S)on1. Its LUMO energy is 0.01364 hartree. For the gap between HOMO and LUMO, the calculation gives 9.98 eV. The value obtained for the energy above the lowest of the compared OMol25 structures with the same formula, charge and spin is 2.112 eV.

***

Record 2
Entry from the OMol25 dataset: a molecular structure, C3H2FO2Sm at a distorted geometry (wB97M-V/def2-TZVPD).

Geometry (Å):
C (-0.22, 1.16, 0.10)
O (0.07, 2.26, -0.23)
Sm (3.27, 0.33, -0.02)
F (-2.44, 0.04, 0.11)
C (-1.16, 0.08, -0.03)
C (-0.12, -0.98, 0.03)
H (-0.07, -1.65, 0.89)
O (0.85, 0.09, 0.22)
H (-0.18, -1.34, -1.05)

Its charge is +3. The value obtained for the total energy is -27821.72567 eV. Its HOMO energy (spin up / spin down) is -0.8508 / -0.9682 hartree. Its spin multiplicity is 7. Its LUMO energy (spin up / spin down) is -0.63323 / -0.63316 hartree. For the gap between HOMO and LUMO (spin up / spin down), the calculation gives 5.92 / 9.12 eV. The value obtained for the energy above the lowest of the compared OMol25 structures with the same formula, charge and spin is 0.864 eV.